[1]
Molecular formula: H4O3Si
Method: DFT, the ωB97M-V functional and the def2-TZVPD basis

Properties
Largest force on an atom, eV/A: 3.78
Energy above the lowest of the compared OMol25 structures with the same formula, charge and spin, kJ/mol: 0.0
HOMO-LUMO gap (spin up / spin down), eV: 5.7 / 9.0
Lowest unoccupied orbital energy (spin up / spin down), eV: 0.6 / -2.9
Multiplicity: 3
Calculated total energy, eV: -14082.34278

Each line ends with the natural charge from an NBO analysis.
Geometry (Å):
O  -1.625783  -0.490899  -0.282184  -1.098
O  0.325583  1.398880  -0.525244  -1.064
O  1.066408  -1.132859  -0.370849  -1.097
Si  -0.056978  -0.056431  0.082398  1.766
H  -1.727020  -1.371021  0.169083  0.479
H  -0.118676  2.104885  -0.177981  0.497
H  1.803392  -0.872600  -0.842915  0.490
H  0.333071  0.420042  1.947690  0.027

Forces on atoms 1 to 3 (eV/Å):
O -0.114 -0.867 -0.136
O 1.984 -2.364 -1.250
O -1.754 -0.999 1.015

[2]
Molecular formula: H4OS
Method: DFT, the ωB97M-V functional and the def2-TZVPD basis

Properties
Largest force on an atom, eV/A: 2.35
Energy above the lowest of the compared OMol25 structures with the same formula, charge and spin, kJ/mol: 89.3
HOMO-LUMO gap, eV: 10.0
Lowest unoccupied orbital energy, eV: 0.5
Calculated total energy, eV: -12946.55277
Structure (SMILES): O.S

Each line ends with the natural charge from an NBO analysis.
Geometry (Å):
O  -0.879835  -0.651414  -0.351683  -0.920
H  -0.677155  -0.590865  0.609317  0.474
H  -1.358634  0.183285  -0.557263  0.486
S  1.590214  0.354525  0.169177  -0.326
H  0.658495  1.321955  0.081457  0.116
H  0.666915  -0.617485  0.048997  0.170

Forces on atoms 1 to 3 (eV/Å):
O -2.270 0.143 0.579
H -1.112 -0.009 -0.715
H 0.448 -0.845 0.163

[3]
Molecular formula: H4S2
Method: DFT, the ωB97M-V functional and the def2-TZVPD basis

Properties
Largest force on an atom, eV/A: 2.10
Energy above the lowest of the compared OMol25 structures with the same formula, charge and spin, kJ/mol: 12.9
HOMO-LUMO gap, eV: 10.6
Lowest unoccupied orbital energy, eV: 0.8
Calculated total energy, eV: -21734.94475
Structure (SMILES): S.S

Each line ends with the natural charge from an NBO analysis.
Geometry (Å):
S  2.909394  -1.518632  1.094170  -0.287
H  2.874347  -0.605928  0.118869  0.140
H  4.095863  -2.005627  0.626481  0.147
S  -3.369828  1.039909  -0.131495  -0.258
H  -2.480418  1.897060  -0.466173  0.126
H  -4.029357  1.193219  -1.241852  0.132

Forces on atoms 1 to 3 (eV/Å):
S 0.636 -0.262 -0.250
H -0.068 0.076 -0.030
H -0.569 0.186 0.279

[4]
Molecular formula: H4S2
Method: DFT, the ωB97M-V functional and the def2-TZVPD basis

Properties
Largest force on an atom, eV/A: 0.27
Energy above the lowest of the compared OMol25 structures with the same formula, charge and spin, kJ/mol: 4.9
HOMO-LUMO gap, eV: 10.2
Lowest unoccupied orbital energy, eV: 0.7
Calculated total energy, eV: -21735.02764
Structure (SMILES): S.S

Each line ends with the natural charge from an NBO analysis.
Geometry (Å):
S  0.278302  0.797840  1.907199  -0.288
H  -1.056270  0.843655  2.076165  0.146
H  0.184838  1.237203  0.638359  0.141
S  -0.204875  -1.410902  -1.394381  -0.283
H  1.097850  -1.200341  -1.129232  0.145
H  -0.299846  -0.267455  -2.098110  0.139

Forces on atoms 1 to 3 (eV/Å):
S -0.178 0.143 -0.096
H 0.196 -0.033 -0.039
H 0.002 -0.092 0.194